C32H33Cl2FeN4O5PTe | ωB97M-V with the def2-TZVPD basis set

For the largest force on an atom, the calculation gives 1.14 eV/A. Its frontier orbital gap (spin up / spin down) is 7.252 / 5.662 eV. The expectation value of S² is 0.7915. The total energy comes out at -125929.789 eV.

ORCA input file:
```
! wB97M-V def2-TZVPD RIJCOSX def2/J DEFGRID3
* xyz 1 2
Fe 0.040 0.384 0.043
Cl 3.198 4.574 4.295
C 1.996 3.763 3.375
C 2.390 2.863 2.427
C 1.411 2.181 1.676
N 1.622 1.230 0.735
C 2.842 0.694 0.392
O 3.937 1.008 0.798
C 2.668 -0.409 -0.638
C 3.780 -1.044 -1.147
C 3.601 -2.049 -2.086
C 2.314 -2.365 -2.482
C 1.254 -1.672 -1.922
N 1.415 -0.715 -1.008
C 0.014 2.461 1.902
C -0.358 3.409 2.873
C 0.616 4.035 3.602
Cl 0.147 5.163 4.808
N -0.817 1.701 1.144
C -2.178 1.710 1.203
O -2.911 2.433 1.844
C -2.750 0.593 0.335
C -4.113 0.407 0.275
C -4.611 -0.661 -0.458
C -3.714 -1.498 -1.094
C -2.358 -1.229 -0.996
N -1.869 -0.198 -0.302
H 3.437 2.668 2.260
H 4.754 -0.732 -0.798
H 4.451 -2.567 -2.510
H 2.124 -3.131 -3.220
H 0.241 -1.871 -2.242
H -1.398 3.637 3.042
H -4.748 1.101 0.810
H -5.676 -0.837 -0.528
H -4.050 -2.350 -1.670
H -1.638 -1.854 -1.503
C -1.924 -4.196 1.189
C -0.677 -3.361 1.043
O -0.747 -2.268 1.983
P 0.222 -1.005 1.815
O 0.046 -0.322 3.238
C -1.223 -0.080 3.901
C -1.009 -0.226 5.385
O 1.712 -1.540 1.894
C 2.381 -2.025 3.095
C 2.147 -3.501 3.303
H -1.788 -5.164 0.707
H -2.789 -3.702 0.744
H -2.133 -4.367 2.245
H -0.580 -2.961 0.030
H 0.222 -3.940 1.254
H -1.960 -0.794 3.532
H -1.546 0.929 3.649
H -0.763 -1.255 5.647
H -1.918 0.061 5.916
H -0.200 0.426 5.716
H 2.035 -1.435 3.941
H 3.433 -1.807 2.928
H 1.114 -3.706 3.589
H 2.798 -3.860 4.102
H 2.385 -4.062 2.398
C -1.585 1.545 -3.441
Te -0.088 2.115 -2.028
C 0.673 3.260 -3.646
C 0.248 2.478 -4.862
C 0.960 2.556 -6.050
C 0.567 1.805 -7.151
C -0.533 0.968 -7.059
C -1.243 0.881 -5.867
C -0.865 1.638 -4.767
H -2.397 2.265 -3.351
H -1.980 0.548 -3.253
H 1.745 3.403 -3.558
H 0.163 4.214 -3.545
H 1.829 3.199 -6.118
H 1.131 1.865 -8.073
H -0.832 0.369 -7.909
H -2.097 0.218 -5.794
*
```

So, what does the Löwdin scheme give us? The charges, in e, come out as: 0.0750, 0.7294, -0.6587, -0.0140, -0.1645, 0.0203, -0.4091, 0.1149, -0.1842, 0.0300, -0.0209, -0.0259, -0.1044, 0.0066, -0.1791, -0.0245, -0.6560, 0.7313, 0.0001, -0.4304, 0.1027, -0.1579, 0.0340, -0.0155, -0.0334, -0.1215, 0.0258, 0.1090, 0.1301, 0.1203, 0.1162, 0.0999, 0.1101, 0.1313, 0.1223, 0.1199, 0.0949, -0.0485, -0.2680, -0.2453, 0.7884, -0.2366, -0.2375, -0.0512, -0.2443, -0.2139, -0.0659, 0.0880, 0.0659, 0.0890, 0.0828, 0.1074, 0.1179, 0.0996, 0.0833, 0.0886, 0.0859, 0.1137, 0.1261, 0.0773, 0.0880, 0.0815, -0.3811, 1.5101, -0.3838, -0.3038, -0.0332, -0.0720, -0.0741, -0.0394, -0.3003, 0.0646, 0.0453, 0.0635, 0.0604, 0.1181, 0.1082, 0.1069, 0.1142



C32H33N4NdOS | ωB97M-V with the def2-TZVPD basis set

For the largest force on an atom, the calculation gives 0.59 eV/A. Its frontier orbital gap (spin up / spin down) is 7.385 / 7.408 eV. The expectation value of S² is 3.7527. The total energy comes out at -67837.737 eV.

ORCA input file:
```
! wB97M-V def2-TZVPD RIJCOSX def2/J DEFGRID3
* xyz 0 4
Nd 0.526 0.279 -1.213
C 3.411 2.005 -3.817
C 1.880 1.911 -3.885
C 1.076 2.961 -3.085
N -0.041 2.296 -2.431
C -1.301 2.663 -2.497
C -1.753 3.851 -3.120
C -2.962 4.509 -3.055
C -4.124 4.205 -2.357
C -4.332 3.050 -1.627
C -3.534 1.928 -1.474
C -2.249 1.623 -1.968
N -1.744 0.394 -1.948
C -2.605 -0.734 -1.622
C -2.065 -2.040 -2.213
C -0.886 -2.703 -1.499
N 0.382 -2.022 -1.749
C 1.513 -2.665 -1.446
C 1.545 -3.877 -0.737
C 2.552 -4.819 -0.553
C 3.810 -4.900 -1.105
C 4.365 -3.938 -1.949
C 3.914 -2.683 -2.272
C 2.774 -1.949 -1.818
N 2.720 -0.638 -1.830
C 3.923 0.146 -2.097
C 4.096 0.662 -3.538
H 3.698 2.701 -3.021
H 3.808 2.437 -4.737
H 1.591 0.916 -3.532
H 1.536 1.905 -4.921
H 0.780 3.777 -3.745
H 1.728 3.416 -2.328
H -0.995 4.371 -3.690
H -2.987 5.440 -3.613
H -4.927 4.929 -2.390
H -5.289 2.983 -1.119
H -3.986 1.139 -0.889
H -3.612 -0.561 -2.021
H -2.723 -0.846 -0.533
H -1.797 -1.864 -3.259
H -2.884 -2.763 -2.219
H -0.811 -3.741 -1.845
H -1.104 -2.755 -0.420
H 0.608 -4.138 -0.263
H 2.264 -5.648 0.087
H 4.396 -5.786 -0.901
H 5.318 -4.199 -2.400
H 4.560 -2.121 -2.935
H 4.809 -0.418 -1.794
H 3.897 1.018 -1.430
H 3.744 -0.099 -4.241
H 5.167 0.776 -3.723
C -3.067 -1.096 9.759
C -2.511 -0.926 8.365
O -2.695 -1.716 7.481
S -1.572 0.582 8.182
C -1.175 0.533 6.463
C -1.780 1.419 5.581
C -1.435 1.416 4.242
C -0.484 0.520 3.758
C 0.114 -0.379 4.651
C -0.224 -0.366 5.989
C -0.100 0.503 2.378
C 0.256 0.477 1.211
H -3.072 -2.159 9.993
H -4.094 -0.730 9.771
H -2.496 -0.545 10.505
H -2.525 2.112 5.951
H -1.906 2.108 3.556
H 0.848 -1.079 4.277
H 0.242 -1.058 6.679
*
```

So, what does the Löwdin scheme give us? The charges, in e, come out as: 1.7709, -0.2016, -0.1861, -0.2180, -0.1507, -0.2307, -0.0214, -0.0911, -0.1153, -0.0870, -0.0292, -0.2442, -0.1400, -0.2530, -0.1835, -0.2572, -0.1466, -0.2625, -0.0293, -0.0870, -0.1142, -0.0873, -0.0272, -0.2413, -0.1281, -0.2274, -0.1895, 0.1046, 0.1091, 0.0566, 0.1198, 0.0992, 0.1153, 0.0870, 0.1042, 0.0939, 0.1054, 0.0937, 0.1131, 0.1238, 0.1147, 0.1113, 0.1183, 0.1216, 0.0925, 0.1059, 0.0946, 0.1058, 0.0970, 0.1078, 0.1139, 0.1180, 0.1106, -0.0798, -0.7543, 0.0385, 1.0127, -0.5469, -0.0932, -0.0307, -0.2656, -0.0241, -0.0886, -0.2031, -0.2097, 0.0856, 0.0881, 0.0641, 0.1037, 0.1161, 0.1170, 0.1109



C32H33N5O2P3PdS5Se2 | ωB97M-V with the def2-TZVPD basis set

For the largest force on an atom, the calculation gives 0.87 eV/A. Its frontier orbital gap (spin up / spin down) is 6.344 / 6.345 eV. The total energy comes out at -261478.417 eV.

ORCA input file:
```
! wB97M-V def2-TZVPD RIJCOSX def2/J DEFGRID3
* xyz 1 1
Pd 0.510 0.328 -0.125
Se 0.948 -2.005 6.189
P 0.406 -3.319 4.652
C -1.132 -4.224 4.920
C -1.361 -5.463 4.328
C -2.579 -6.098 4.517
C -3.569 -5.493 5.279
C -3.346 -4.251 5.857
C -2.126 -3.616 5.684
C 1.693 -4.504 4.217
C 2.628 -4.201 3.231
C 3.687 -5.064 2.996
C 3.817 -6.224 3.746
C 2.897 -6.516 4.744
C 1.839 -5.655 4.987
C 0.094 -2.486 3.057
C 0.219 -1.166 2.601
N -0.104 -1.171 1.299
N -0.438 -2.408 1.018
N -0.350 -3.220 2.031
P 0.790 0.425 3.230
Se 0.274 1.899 1.677
C -0.107 0.931 4.684
C -1.387 0.424 4.896
C -2.128 0.874 5.973
C -1.598 1.830 6.829
C -0.337 2.360 6.596
C 0.410 1.921 5.514
C 2.557 0.199 3.483
C 3.166 0.269 4.731
C 4.528 0.032 4.841
C 5.275 -0.293 3.719
C 4.663 -0.383 2.474
C 3.308 -0.133 2.353
H -0.599 -5.923 3.705
H -2.756 -7.067 4.068
H -4.517 -5.994 5.427
H -4.117 -3.783 6.455
H -1.922 -2.665 6.162
H 2.538 -3.293 2.648
H 4.410 -4.831 2.225
H 4.640 -6.899 3.557
H 3.007 -7.414 5.338
H 1.138 -5.867 5.790
H -1.797 -0.328 4.233
H -3.118 0.476 6.149
H -2.176 2.173 7.677
H 0.063 3.121 7.251
H 1.381 2.361 5.316
H 2.580 0.463 5.619
H 5.001 0.084 5.812
H 6.335 -0.486 3.814
H 5.243 -0.652 1.600
H 2.835 -0.204 1.381
N 1.674 0.356 -3.723
C 0.648 -0.658 -4.105
P 0.322 -1.815 -2.687
O 0.700 -3.181 -3.099
O 1.027 -1.201 -1.463
C -1.470 -1.774 -2.347
N -1.684 -2.934 -1.463
H 1.380 0.847 -2.862
H 1.825 1.065 -4.446
H 2.571 -0.082 -3.509
H 1.049 -1.251 -4.924
H -0.246 -0.131 -4.435
H -2.047 -1.823 -3.275
H -1.735 -0.853 -1.826
H -2.670 -3.158 -1.385
H -0.837 -2.685 0.062
H -1.217 -3.740 -1.878
C 4.045 2.352 -0.097
S 3.608 2.260 -1.847
C 2.354 3.486 -1.983
C 1.017 3.346 -1.870
S -0.034 1.958 -1.617
S 0.087 4.809 -2.122
C 1.408 5.888 -2.492
S 1.202 7.453 -2.871
S 2.942 5.085 -2.396
H 4.902 1.693 0.032
H 3.224 2.024 0.531
H 4.336 3.369 0.158
*
```

So, what does the Löwdin scheme give us? The charges, in e, come out as: 0.3798, 0.4129, 0.5358, -0.3578, -0.0856, -0.0652, -0.0666, -0.0675, -0.1015, -0.3647, -0.0797, -0.0666, -0.0654, -0.0615, -0.0876, -0.3568, -0.3724, -0.0653, -0.0041, 0.1346, 0.7166, 0.4826, -0.4302, -0.1095, -0.0581, -0.0499, -0.0511, -0.0919, -0.3464, -0.1116, -0.0487, -0.0516, -0.0683, -0.1195, 0.1098, 0.1100, 0.1100, 0.1090, 0.0678, 0.0961, 0.1084, 0.1099, 0.1115, 0.1185, 0.1092, 0.1144, 0.1145, 0.1151, 0.1134, 0.0687, 0.1169, 0.1141, 0.1119, 0.0807, 0.0857, -0.1789, 0.4077, -0.3064, -0.4802, -0.2985, -0.0484, -0.0290, 0.1680, 0.1413, 0.1061, 0.1047, 0.0973, 0.0724, 0.0988, 0.1225, 0.0813, -0.3660, 0.8122, -0.9982, -1.0666, 0.5144, 0.9029, -1.4994, 0.6035, 0.9141, 0.0355, -0.0156, 0.0515